Entry from the Open Molecules 2025 dataset: C18H22ClF2N3O4 in the gas phase (the ωB97M-V functional and the def2-TZVPD basis).

Geometry as XYZ:
```
50
Properties=species:S:1:pos:R:3:mulliken_charge:R:1
C 3.40502 -0.24253 0.22154 -1.1601
N 2.40227 0.47319 -0.55800 0.3752
C 1.13658 -0.21905 -0.77902 -0.7106
C 1.23879 -1.22688 -1.92278 -0.4991
C -0.07368 -1.89790 -2.37297 -0.7193
C -1.37658 -1.19364 -1.99988 -1.1651
N -1.68404 -1.25739 -0.57817 -0.0347
C -2.17091 -2.38973 -0.01707 0.1102
O -2.40883 -3.40632 -0.63667 -0.6326
C -2.36853 -2.30296 1.45906 0.7554
C -1.84349 -1.48272 2.39851 -0.2397
C -2.38722 -1.93703 3.64855 0.0043
N -2.20649 -1.49232 4.89847 -0.6136
C -2.86644 -2.14903 5.81713 0.2419
Cl -2.66478 -1.60935 7.45987 -0.1883
C -3.71693 -3.24520 5.59452 -0.3340
C -3.90213 -3.70360 4.30652 -0.8917
C -3.20680 -3.01491 3.32940 0.5359
O -3.19645 -3.24537 1.99417 -0.4499
C 2.69640 1.76235 -0.84528 0.0006
O 3.72980 2.27328 -0.43498 -0.7039
C 1.71222 2.64083 -1.65420 1.5171
C 0.73998 3.27944 -0.65558 -1.7201
O 1.00865 1.83835 -2.60106 -0.4301
C 2.55344 3.69344 -2.38682 -1.1216
C 1.76028 4.82438 -2.97840 0.3181
F 2.56866 5.60728 -3.74018 -0.2929
F 0.77453 4.34278 -3.82654 -0.3136
H 4.38929 -0.12434 -0.22595 0.3409
H 3.45494 0.13782 1.24392 0.3215
H 3.14082 -1.29757 0.24135 0.4304
H 0.87451 -0.71527 0.16056 0.6718
H 0.36686 0.51157 -0.99540 -0.0776
H 1.65830 -0.66919 -2.76155 0.3149
H 1.97006 -1.99506 -1.66379 0.3011
H -0.05720 -2.01068 -3.45831 0.4118
H -0.14193 -2.90935 -1.96811 0.4070
H -1.35621 -0.14144 -2.28726 0.4764
H -2.19640 -1.66876 -2.53993 0.5019
H -1.63851 -0.42408 -0.01957 0.2928
H -1.14149 -0.67918 2.25045 0.5809
H -4.21069 -3.71175 6.43326 0.4137
H -4.54366 -4.54346 4.07931 0.4686
H 1.27603 3.93504 0.03184 0.3770
H -0.02496 3.85420 -1.17927 0.4579
H 0.23568 2.51183 -0.06864 0.2551
H 0.64684 2.43098 -3.27078 0.3759
H 3.27956 4.11517 -1.69455 0.3667
H 3.10610 3.20691 -3.19314 0.3730
H 1.25872 5.46724 -2.25460 0.3008
```

Calculated values
**E_LUMO**: -0.005 Ha
**SMILES**: CN(CCCCNC(=O)c1cc2nc(Cl)ccc2o1)C(=O)[C@](C)(O)CC(F)F
**Total charge**: 0
**Highest occupied orbital energy**: -9.2 eV

***

Entry from the Open Molecules 2025 dataset: a molecular structure, C18H22ClN2O5PdS at a distorted geometry (the ωB97M-V functional and the def2-TZVPD basis).

Geometry as XYZ:
```
50
Properties=species:S:1:pos:R:3:mulliken_charge:R:1
Pd 0.50239 -0.61387 0.52644 0.4108
O 4.07510 -1.31711 2.34653 -0.6309
Cl 2.95920 -0.79832 1.68214 1.8538
O 3.26578 -0.20907 0.40370 -0.5770
O 2.19535 0.12855 2.45702 -0.5268
O 1.98536 -1.92379 1.35046 -0.6555
C -1.75312 -2.32926 1.10359 -0.4357
C -2.88549 -2.79491 2.05726 -0.7736
N -2.83114 -2.07668 3.31807 -0.1162
C -1.54619 -2.31723 3.95336 -0.8575
C -0.37555 -1.84359 3.04986 -0.7910
N -0.94777 -1.26905 1.79115 0.8252
C -1.84101 -0.12379 2.16956 -0.3844
C -2.97843 -0.65326 3.08134 -0.8045
H -2.14548 -1.89390 0.18795 0.2905
H -1.06756 -3.13943 0.85706 0.4268
H -2.78801 -3.86132 2.25791 0.2983
H -3.85607 -2.62680 1.59141 0.3340
H -1.44354 -3.38277 4.15682 0.3097
H -1.51669 -1.78904 4.90592 0.3210
H 0.27739 -2.66607 2.77053 0.4901
H 0.22599 -1.06449 3.51662 0.4227
H -2.23180 0.30764 1.25461 0.2406
H -1.21308 0.60727 2.67837 0.4377
H -3.94555 -0.46405 2.61594 0.3591
H -2.95847 -0.13560 4.03981 0.2853
O -0.98761 0.17086 -0.62992 -0.2488
S -0.84375 1.01832 -1.90917 -0.3090
C 0.30256 0.18482 -2.98722 0.8201
C 0.35375 0.65850 -4.29188 -0.7297
C 1.27532 0.11042 -5.16891 -0.5607
C 2.12920 -0.89794 -4.74415 -0.5106
C 2.05789 -1.37740 -3.44439 -0.8357
C 1.13616 -0.83979 -2.56054 -0.0239
C 0.09168 2.46694 -1.50404 0.9644
C -0.39826 3.65993 -2.01993 -0.3216
C 0.30028 4.83592 -1.78083 -0.6163
C 1.46059 4.80593 -1.02488 -0.4762
C 1.93795 3.60637 -0.50618 -0.8170
C 1.26171 2.42716 -0.75192 -0.1726
H -0.31350 1.44607 -4.62082 0.4173
H 1.32197 0.47010 -6.18733 0.4018
H 2.84873 -1.31849 -5.43281 0.4072
H 2.71365 -2.17062 -3.11410 0.4638
H 1.05811 -1.26038 -1.55827 0.6263
H -1.32023 3.67226 -2.58703 0.4575
H -0.07177 5.77101 -2.17551 0.4045
H 2.00246 5.72227 -0.83510 0.4097
H 2.84698 3.58767 0.07877 0.4754
H 1.67452 1.50001 -0.36728 0.0217
```

Calculated values
**E_LUMO (spin up / spin down)**: -0.191 / -0.191 Ha
**Total charge**: +1
**Highest occupied orbital energy (spin up / spin down)**: -11.9 / -11.9 eV